# 1
{
  "formula": "C4H9NO2",
  "method": "ωB97M-V/def2-TZVPD",
  "total_charge": 0,
  "homo_energy_ev": [-8.8, -8.8],
  "lumo_ev": [-1.304, -1.308],
  "homo_lumo_gap_ev": [7.5146, 7.5099],
  "symbols": ["C", "C", "O", "C", "C", "O", "N", "H", "H", "H", "H", "H", "H", "H", "H", "H"],
  "xyz": [[-2.307, -0.099, -0.305], [-0.801, 0.179, -0.791], [-0.411, 1.403, -0.487], [-0.189, -0.857, 0.035], [1.902, 0.119, -0.034], [2.576, -0.599, -0.749], [2.256, 0.475, 1.245], [-2.415, 0.095, 0.764], [-2.679, -1.095, -0.558], [-2.884, 0.647, -0.853], [-0.783, -0.103, -1.862], [0.971, 0.811, -0.369], [-0.130, -0.682, 1.107], [-0.128, -1.895, -0.294], [3.215, 0.308, 1.520], [1.808, 1.293, 1.632]],
  "forces_ev_per_angstrom": [[-0.3, -0.1, 0.1], [0.2, -0.2, 0.0], [0.1, 0.0, 0.0], [-0.2, 0.1, 0.0], [0.3, -0.1, 0.0], [-0.2, 0.2, 0.2], [0.1, 0.0, -0.1], [0.0, 0.0, -0.1], [0.1, 0.1, 0.0], [0.1, -0.1, 0.0], [0.0, 0.1, 0.1], [-0.2, 0.0, 0.0], [0.0, 0.0, -0.1], [0.0, 0.2, 0.0], [-0.1, 0.0, 0.0], [0.0, -0.1, 0.0]]
}

=====

# 2
{
  "formula": "C4H9NO2",
  "method": "ωB97M-V/def2-TZVPD",
  "total_charge": 0,
  "homo_energy_ev": -8.3,
  "smiles": "c1cc[nH]c1.O.O",
  "lumo_ev": 0.682,
  "homo_lumo_gap_ev": 8.9971,
  "symbols": ["C", "C", "C", "N", "C", "H", "H", "H", "H", "H", "O", "H", "H", "O", "H", "H"],
  "xyz": [[1.869, -0.604, -0.683], [2.162, 0.120, 0.515], [1.164, 1.042, 0.689], [0.202, 0.792, -0.254], [0.675, -0.131, -1.148], [2.487, -1.273, -1.255], [3.142, 0.185, 0.950], [1.121, 1.840, 1.408], [-0.730, 1.171, -0.186], [0.070, -0.441, -1.981], [-1.474, -1.842, 0.229], [-1.274, -2.319, 1.041], [-1.028, -0.995, 0.356], [-2.755, 0.960, 0.382], [-3.680, 1.236, 0.344], [-2.790, 0.022, 0.134]],
  "forces_ev_per_angstrom": [[-0.1, 0.4, -0.3], [0.7, 0.6, -1.0], [0.1, -0.9, 0.5], [0.1, 0.9, 0.2], [-0.5, -0.5, 0.3], [0.1, -0.2, 0.3], [0.0, -0.2, 0.4], [-0.4, 0.0, 0.1], [0.0, 0.2, -0.4], [0.0, -0.1, -0.1], [-0.3, 0.2, 0.2], [-0.1, -0.1, 0.0], [0.3, -0.1, -0.1], [-0.3, -0.3, -0.2], [0.2, 0.1, 0.0], [0.0, 0.0, 0.2]]
}

=====

# 3
{
  "formula": "C4H9NO2",
  "method": "ωB97M-V/def2-TZVPD",
  "total_charge": 0,
  "homo_energy_ev": -8.9,
  "lumo_ev": 0.898,
  "homo_lumo_gap_ev": 9.7902,
  "symbols": ["C", "N", "C", "O", "C", "C", "O", "H", "H", "H", "H", "H", "H", "H", "H", "H"],
  "xyz": [[-2.379, 0.541, -0.718], [-1.076, 0.110, -0.234], [-0.943, -0.753, 0.767], [0.133, -1.180, 1.272], [1.755, -0.767, 0.151], [1.921, 0.646, -0.184], [1.134, 1.280, -0.991], [-2.521, 1.615, -0.532], [-2.461, 0.363, -1.799], [-3.179, -0.014, -0.210], [-1.889, -1.139, 1.186], [2.438, -1.208, 0.876], [1.366, -1.412, -0.634], [2.498, 1.218, 0.577], [2.849, -0.035, -0.709], [-0.192, 0.608, -0.650]],
  "forces_ev_per_angstrom": [[-0.1, 0.0, 0.0], [0.4, -0.3, 0.4], [0.2, 0.1, -0.1], [-0.6, 0.5, -0.6], [0.4, 0.5, -0.5], [0.0, -0.3, 0.3], [0.2, -0.4, 0.2], [0.0, -0.3, 0.0], [0.0, 0.0, 0.3], [0.2, 0.1, -0.1], [0.2, 0.1, -0.1], [-0.3, 0.2, -0.1], [0.0, 0.1, 0.2], [-0.2, -0.2, -0.2], [-0.2, 0.0, 0.2], [-0.3, -0.1, 0.2]]
}

=====

# 4
{
  "formula": "C4H9NO2",
  "method": "ωB97M-V/def2-TZVPD",
  "total_charge": 0,
  "homo_energy_ev": -10.2,
  "smiles": "CCN=C=O.CO",
  "lumo_ev": 0.667,
  "homo_lumo_gap_ev": 10.8467,
  "symbols": ["C", "C", "N", "C", "O", "H", "H", "H", "H", "H", "C", "O", "H", "H", "H", "H"],
  "xyz": [[-1.589, 0.899, 0.619], [-1.769, -0.552, 0.193], [-0.500, -1.271, 0.178], [0.259, -1.640, 1.045], [1.070, -2.045, 1.791], [-0.900, 1.406, -0.064], [-2.554, 1.417, 0.606], [-1.183, 0.958, 1.635], [-2.467, -1.078, 0.853], [-2.176, -0.602, -0.820], [2.284, 0.546, -0.915], [1.052, 0.524, -1.602], [2.966, -0.253, -1.244], [2.760, 1.507, -1.128], [2.158, 0.462, 0.176], [0.589, -0.279, -1.322]],
  "forces_ev_per_angstrom": [[0.0, 0.0, 0.0], [-0.2, 0.1, 0.0], [0.4, -0.3, 0.5], [0.1, -0.1, 0.0], [-0.5, 0.3, -0.5], [-0.1, -0.1, 0.1], [0.1, -0.1, 0.0], [-0.1, 0.0, -0.1], [0.1, 0.1, -0.1], [0.1, 0.0, 0.1], [0.4, 0.1, 0.2], [-0.2, -0.2, 0.0], [-0.2, 0.1, 0.0], [-0.1, -0.1, 0.0], [0.0, 0.0, -0.2], [0.0, 0.2, -0.1]]
}

=====

# 5
{
  "formula": "C4H9NO2",
  "method": "ωB97M-V/def2-TZVPD",
  "total_charge": 0,
  "homo_energy_ev": [-8.8, -7.2],
  "lumo_ev": [0.188, -0.708],
  "homo_lumo_gap_ev": [8.9466, 6.4652],
  "symbols": ["C", "N", "C", "C", "O", "O", "C", "H", "H", "H", "H", "H", "H", "H", "H", "H"],
  "xyz": [[-1.727, 0.897, -0.121], [-1.170, -0.426, 0.052], [-0.711, -0.657, 1.391], [0.679, -0.846, 0.912], [1.365, -1.784, 0.639], [1.086, 0.492, 0.355], [1.969, 0.463, -0.546], [-2.659, 0.982, 0.462], [-1.978, 1.055, -1.177], [-1.073, 1.731, 0.196], [-0.055, -0.425, -1.443], [-1.084, -1.582, 1.845], [-0.805, 0.177, 2.099], [2.263, 1.415, -0.974], [0.515, -0.247, -1.947], [2.452, -0.479, -0.781]],
  "forces_ev_per_angstrom": [[-0.2, 0.2, -0.2], [-1.0, 0.2, 0.0], [0.3, -0.1, 0.3], [1.2, 0.3, -0.7], [-0.5, 0.4, 0.4], [-1.2, -0.7, 1.4], [1.3, 0.0, -0.8], [0.1, 0.0, -0.1], [0.1, -0.1, 0.2], [-0.1, -0.3, 0.0], [0.2, 0.0, -0.4], [0.1, 0.1, -0.2], [0.0, 0.0, -0.1], [0.0, -0.1, 0.1], [-0.3, -0.1, 0.1], [0.0, 0.2, 0.0]]
}

=====

# 6
{
  "formula": "C4H9NO2",
  "method": "ωB97M-V/def2-TZVPD",
  "total_charge": 0,
  "homo_energy_ev": -9.6,
  "smiles": "C[C@@H](N)CC(=O)O",
  "lumo_ev": 0.603,
  "homo_lumo_gap_ev": 10.1911,
  "symbols": ["C", "C", "N", "C", "C", "O", "O", "H", "H", "H", "H", "H", "H", "H", "H", "H"],
  "xyz": [[1.260, -0.573, -1.289], [0.607, 0.001, -0.037], [0.873, 1.429, 0.156], [-0.908, -0.223, -0.070], [-1.608, 0.231, 1.192], [-2.401, 1.114, 1.260], [-1.269, -0.553, 2.279], [0.867, -0.069, -2.181], [2.340, -0.422, -1.257], [1.043, -1.654, -1.359], [0.992, -0.482, 0.861], [0.403, 1.988, -0.549], [1.862, 1.620, 0.062], [-1.124, -1.281, -0.232], [-1.324, 0.312, -0.927], [-1.612, -1.438, 2.090]],
  "forces_ev_per_angstrom": [[-0.3, -0.4, 0.1], [0.0, 0.3, 0.1], [-0.2, 0.0, 0.0], [0.1, 0.3, -0.3], [0.0, -0.5, -0.5], [0.2, 0.3, 0.2], [-0.4, 0.2, 0.1], [0.1, -0.1, 0.1], [0.0, -0.1, 0.0], [0.2, 0.4, -0.1], [0.1, -0.3, -0.1], [-0.1, 0.0, 0.0], [0.1, 0.0, 0.1], [0.1, -0.1, 0.1], [-0.1, 0.1, 0.1], [0.3, 0.0, 0.1]]
}

=====

# 7
{
  "formula": "C4H9NO2",
  "method": "ωB97M-V/def2-TZVPD",
  "total_charge": 0,
  "homo_energy_ev": -8.7,
  "smiles": "C[C@H](O)/C=[N+](/C)[O-]",
  "lumo_ev": 0.611,
  "homo_lumo_gap_ev": 9.2998,
  "symbols": ["C", "C", "O", "C", "N", "C", "O", "H", "H", "H", "H", "H", "H", "H", "H", "H"],
  "xyz": [[-0.909, 0.299, -1.810], [-0.655, -0.818, -0.801], [-1.806, -1.561, -0.506], [-0.208, -0.027, 0.366], [1.072, -0.104, 0.766], [1.580, 0.674, 1.907], [1.947, -0.844, 0.206], [-1.552, 1.034, -1.363], [0.022, 0.638, -2.052], [-1.416, -0.050, -2.760], [0.073, -1.419, -1.375], [-2.204, -1.199, 0.221], [-0.936, 0.628, 0.733], [2.377, 1.331, 1.547], [0.722, 1.322, 2.170], [1.893, 0.098, 2.752]],
  "forces_ev_per_angstrom": [[-3.2, -1.7, -1.0], [0.1, 0.8, -1.8], [1.2, -1.9, -2.8], [4.0, -2.1, 0.2], [-1.3, -0.5, -0.3], [-1.6, 1.9, -0.8], [-0.5, 0.3, 0.2], [-0.2, 0.8, 0.0], [2.4, 1.5, -0.8], [0.5, 0.1, 1.1], [-0.1, -0.3, 1.4], [-1.7, 1.3, 2.9], [-0.4, 1.1, 1.2], [0.0, -0.4, 0.1], [0.6, -0.2, 0.4], [0.1, -0.7, 0.1]]
}

=====

# 8
{
  "formula": "C4H9NO2",
  "method": "ωB97M-V/def2-TZVPD",
  "total_charge": 0,
  "homo_energy_ev": -9.2,
  "smiles": "NOC=O.C=CC",
  "lumo_ev": 0.999,
  "homo_lumo_gap_ev": 10.1710,
  "symbols": ["N", "O", "C", "O", "H", "H", "H", "C", "C", "C", "H", "H", "H", "H", "H", "H"],
  "xyz": [[2.079, -1.253, -0.811], [1.422, -1.160, 0.450], [1.160, 0.166, 0.882], [1.662, 1.133, 0.378], [3.005, -1.632, -0.622], [2.212, -0.288, -1.131], [0.787, 0.101, 1.914], [-1.258, -1.015, 0.257], [-0.997, 0.094, -0.460], [-1.584, 1.442, -0.182], [-1.705, -0.944, 1.238], [-1.063, -2.010, -0.110], [-0.561, -0.026, -1.444], [-2.266, 1.742, -0.978], [-2.104, 1.463, 0.774], [-0.787, 2.188, -0.154]],
  "forces_ev_per_angstrom": [[-0.2, 0.3, -0.4], [0.0, 1.6, 0.9], [2.8, -1.7, 0.1], [-0.9, -0.3, -0.1], [-0.1, 0.1, 0.2], [0.1, -0.2, 0.1], [-0.6, 0.0, -0.5], [-0.3, 1.1, -0.7], [-1.9, -1.1, -0.2], [0.8, 0.2, 0.4], [-0.3, 0.0, 0.1], [0.4, 0.0, 0.0], [0.3, 0.0, 0.0], [-0.1, -0.1, 0.0], [-0.1, 0.0, 0.0], [0.0, 0.2, 0.0]]
}

=====

# 9
{
  "formula": "C4H9NO2",
  "method": "ωB97M-V/def2-TZVPD",
  "total_charge": 0,
  "homo_energy_ev": -10.0,
  "smiles": "C[C@@H](CO)NC=O",
  "lumo_ev": 0.714,
  "homo_lumo_gap_ev": 10.6999,
  "symbols": ["C", "C", "C", "O", "N", "C", "O", "H", "H", "H", "H", "H", "H", "H", "H", "H"],
  "xyz": [[0.552, -0.773, -1.600], [0.586, -0.232, -0.170], [0.381, 1.286, -0.170], [0.670, 1.892, 1.059], [-0.407, -0.953, 0.640], [-1.380, -0.478, 1.451], [-1.683, 0.689, 1.656], [0.624, -1.866, -1.624], [1.395, -0.376, -2.175], [-0.382, -0.487, -2.099], [1.574, -0.421, 0.274], [1.069, 1.700, -0.919], [-0.643, 1.512, -0.501], [-0.139, 1.773, 1.588], [-0.295, -1.959, 0.648], [-1.922, -1.308, 1.941]],
  "forces_ev_per_angstrom": [[0.0, 0.0, 0.0], [0.1, 0.1, -0.1], [0.0, -0.1, -0.4], [-0.1, 0.0, 0.1], [0.0, 0.0, 0.1], [0.0, 0.1, 0.0], [0.1, -0.5, 0.0], [0.0, 0.1, 0.1], [-0.1, 0.0, 0.1], [0.1, 0.0, 0.1], [-0.1, 0.0, -0.1], [-0.1, -0.1, 0.2], [0.2, 0.0, 0.0], [0.2, 0.0, 0.0], [-0.1, 0.2, 0.0], [0.0, 0.1, 0.0]]
}

=====

# 10
{
  "formula": "C4H9NO2",
  "method": "ωB97M-V/def2-TZVPD",
  "total_charge": 0,
  "homo_energy_ev": -10.0,
  "smiles": "NC(=O)CC=O.C",
  "lumo_ev": 0.557,
  "homo_lumo_gap_ev": 10.5603,
  "symbols": ["N", "C", "O", "C", "C", "O", "H", "H", "H", "H", "H", "C", "H", "H", "H", "H"],
  "xyz": [[0.416, -2.298, -0.750], [-0.734, -1.659, -1.098], [-1.700, -2.202, -1.587], [-0.761, -0.175, -0.734], [0.445, 0.637, -1.143], [1.593, 0.261, -1.037], [0.495, -3.251, -1.070], [1.260, -1.757, -0.609], [-0.827, -0.108, 0.360], [-1.681, 0.244, -1.144], [0.222, 1.643, -1.548], [0.252, 1.732, 2.062], [-0.084, 0.828, 2.577], [-0.580, 2.162, 1.497], [0.580, 2.459, 2.807], [1.104, 1.483, 1.418]],
  "forces_ev_per_angstrom": [[-0.1, -0.2, -0.2], [0.3, 0.1, 0.2], [0.1, 0.0, 0.0], [-0.2, 0.0, 0.0], [0.4, -0.2, 0.0], [-0.6, 0.2, -0.1], [0.1, 0.1, 0.1], [-0.2, 0.0, 0.0], [0.0, 0.0, -0.1], [0.1, 0.0, 0.0], [0.1, -0.1, 0.1], [0.1, 0.0, 0.1], [0.0, 0.1, -0.1], [0.2, -0.1, 0.0], [0.0, -0.1, 0.0], [-0.3, 0.1, 0.1]]
}

=====

Energy relative to the best compared isomer or geometry (same formula, charge and spin) (eV)
5.127, 1.295, 3.882, 1.465, 6.454, 0.940, 4.309, 3.986, 0.848, 0.881
F_max (eV/A)
0.4, 1.4, 1.0, 0.8, 1.9, 0.7, 4.5, 3.3, 0.5, 0.7